--- 1 ---
Formula: C3H2N2O2S
Source: the OMol25 dataset
Level of theory: wB97M-V/def2-TZVPD

**Molar mass**: 130.128 g/mol
**E_LUMO**: -0.55 eV
**Frontier orbital gap**: 8.535 eV
**Charge**: 0
**Spin multiplicity**: 1
**HOMO level**: -9.1 eV
**SMILES string**: Oc1ncoc(=S)n1

Geometry as XYZ:
```
10
Properties=species:S:1:pos:R:3:mulliken_charge:R:1
O 0.050 1.118 1.994 -0.39
C 0.041 0.500 0.852 0.68
N 0.838 -0.501 1.009 -0.42
C 0.936 -1.105 -0.089 0.18
O 0.390 -0.827 -1.313 -0.26
C -0.612 0.186 -1.375 0.22
S -1.545 0.204 -2.739 -0.28
N -0.810 0.817 -0.137 -0.49
H -0.641 1.709 1.878 0.37
H 1.353 -2.101 -0.079 0.39
```

--- 2 ---
Formula: C3H2N2O2S
Source: the OMol25 dataset
Level of theory: wB97M-V/def2-TZVPD

**Molar mass**: 130.128 g/mol
**E_LUMO**: -0.79 eV
**Frontier orbital gap**: 8.627 eV
**Charge**: 0
**Spin multiplicity**: 1
**HOMO level**: -9.4 eV
**SMILES string**: Oc1ncoc(=S)n1

Geometry as XYZ:
```
10
Properties=species:S:1:pos:R:3:mulliken_charge:R:1
O -2.293 -1.471 0.230 -0.47
C -1.415 -0.459 -0.146 0.74
N -1.889 0.797 -0.262 -0.47
C -0.868 1.708 0.041 0.20
O 0.453 1.426 0.204 -0.26
C 0.921 -0.013 -0.165 0.26
S 2.489 -0.446 0.019 -0.24
N -0.149 -0.873 -0.153 -0.52
H -1.554 -2.187 0.380 0.42
H -1.107 2.789 0.366 0.34
```

Stability summary - winner: 1; margin: 30.9 kJ/mol.

--- 1 ---
Formula: C25H29BN8O3S8SbTc
Source: the OMol25 dataset
Level of theory: wB97M-V/def2-TZVPD

**Molar mass**: 976.668 g/mol
**E_LUMO**: -7.30 eV
**Frontier orbital gap**: 5.656 eV
**Charge**: +2
**Spin multiplicity**: 1
**HOMO level**: -13.0 eV

Geometry as XYZ:
```
76
Properties=species:S:1:pos:R:3:mulliken_charge:R:1
Tc 0.377 0.913 -0.114 0.62
N -2.486 -2.431 7.168 -0.46
C -2.148 -1.539 6.213 1.01
C -2.881 -1.459 5.012 -0.94
C -2.535 -0.548 4.043 -0.24
C -1.444 0.296 4.236 -0.06
C -0.711 0.237 5.422 -0.62
C -1.052 -0.672 6.394 -0.92
S -0.978 1.458 3.048 0.78
O -0.516 2.649 3.681 -0.61
O -2.154 1.632 2.147 -0.53
N 0.250 0.850 2.095 0.96
C 1.278 1.807 2.135 0.58
N 2.159 1.931 3.097 -0.54
C 3.013 2.942 2.947 -0.39
C 3.020 3.779 1.833 -0.72
C 2.142 3.486 0.811 -0.37
N 1.247 2.505 0.992 -0.16
H -3.329 -2.972 7.093 0.20
H -2.034 -2.416 8.065 0.21
H -3.741 -2.099 4.870 0.37
H -3.131 -0.478 3.142 0.51
H 0.118 0.913 5.580 0.50
H -0.491 -0.704 7.318 0.37
H 3.735 3.084 3.742 0.51
H 3.718 4.598 1.754 0.46
H 2.119 4.011 -0.134 0.55
C -0.084 -2.415 2.860 -0.57
N 1.234 -2.328 2.264 0.39
C 2.408 -2.653 2.882 -0.32
C 3.380 -2.556 1.939 -0.99
N 2.801 -2.188 0.754 0.40
B 3.683 -2.320 -0.542 0.80
N 3.055 -1.628 -1.792 0.05
C 3.031 -2.230 -3.021 -0.69
C 2.714 -1.290 -3.949 -0.58
N 2.540 -0.110 -3.273 0.36
C 2.357 1.187 -3.904 -0.82
C 2.737 -0.351 -1.962 -0.05
S 2.588 0.877 -0.729 -0.32
C 1.493 -2.027 0.975 -0.65
S 0.253 -1.511 -0.133 0.36
H 0.018 -2.408 3.942 0.21
H -0.577 -3.333 2.542 0.32
H -0.666 -1.559 2.545 -0.03
H 2.445 -2.932 3.919 0.54
H 4.437 -2.739 2.004 0.53
H 4.736 -1.806 -0.297 -0.11
H 3.768 -3.483 -0.811 -0.18
H 3.263 -3.273 -3.130 0.55
H 2.627 -1.346 -5.019 0.55
H 1.750 1.060 -4.797 0.32
H 3.326 1.604 -4.176 0.28
H 1.859 1.861 -3.212 0.26
S -2.146 4.278 0.136 -0.34
Sb -3.100 2.516 -0.696 0.78
S -0.498 1.395 -1.902 -0.61
S -2.301 0.474 0.535 -0.13
S -4.656 2.026 -2.130 -0.40
C -4.829 -1.682 -1.678 -1.10
S -3.213 -1.892 -0.938 0.58
O -2.586 -0.461 -1.079 0.25
C -2.364 -2.813 -2.179 0.54
C -2.156 -2.268 -3.442 -0.30
C -1.491 -3.028 -4.386 -0.83
C -1.054 -4.309 -4.066 -0.48
C -1.265 -4.837 -2.802 -0.69
C -1.920 -4.082 -1.839 -0.36
H -4.727 -1.221 -2.657 0.35
H -5.406 -1.041 -1.013 0.41
H -5.292 -2.664 -1.751 0.44
H -2.506 -1.272 -3.674 0.37
H -1.328 -2.633 -5.379 0.47
H -0.549 -4.903 -4.816 0.46
H -0.921 -5.833 -2.562 0.44
H -2.082 -4.473 -0.843 0.45
```

--- 2 ---
Formula: C25H29BN8O3S8SbTc
Source: the OMol25 dataset
Level of theory: wB97M-V/def2-TZVPD

**Molar mass**: 976.668 g/mol
**E_LUMO**: -6.27 eV
**Frontier orbital gap**: 6.456 eV
**Charge**: +2
**Spin multiplicity**: 1
**HOMO level**: -12.7 eV

Geometry as XYZ:
```
76
Properties=species:S:1:pos:R:3:mulliken_charge:R:1
Tc 0.473 -0.004 1.653 -0.51
N -1.659 -2.067 -5.431 -0.54
C -0.715 -1.566 -4.566 0.96
C -0.828 -0.261 -4.066 -0.71
C 0.087 0.218 -3.150 -0.40
C 1.128 -0.597 -2.717 -0.80
C 1.276 -1.883 -3.231 -0.55
C 0.356 -2.364 -4.140 -0.82
S 2.221 -0.038 -1.471 1.54
O 2.044 1.378 -1.296 -0.73
O 3.525 -0.585 -1.681 -0.68
N 1.602 -0.674 -0.085 0.27
C 1.667 -1.958 0.307 0.62
N 2.267 -2.985 -0.284 -0.43
C 2.177 -4.145 0.356 -0.49
C 1.508 -4.314 1.570 -0.97
C 0.884 -3.206 2.101 -0.56
N 0.947 -2.041 1.458 1.10
H -2.211 -1.400 -5.944 0.23
H -1.399 -2.874 -5.975 0.23
H -1.624 0.381 -4.425 0.35
H 0.020 1.235 -2.783 0.70
H 2.114 -2.492 -2.917 0.54
H 0.475 -3.360 -4.550 0.39
H 2.662 -4.989 -0.123 0.55
H 1.464 -5.274 2.061 0.54
H 0.318 -3.232 3.025 0.47
C -0.886 4.942 0.425 -0.55
N -1.762 4.300 -0.551 0.28
C -2.055 4.764 -1.806 -0.43
C -2.887 3.851 -2.382 -0.50
N -3.107 2.852 -1.476 0.12
B -4.107 1.655 -1.603 0.37
N -3.356 0.244 -1.588 0.57
C -3.936 -0.776 -2.301 -0.87
C -3.288 -1.928 -2.011 -0.57
N -2.312 -1.615 -1.103 0.26
C -1.362 -2.580 -0.572 -0.86
C -2.373 -0.295 -0.861 -0.58
S -1.134 0.660 -0.005 0.97
C -2.420 3.145 -0.377 -0.45
S -2.322 2.066 0.983 0.03
H -0.283 5.682 -0.093 0.34
H -0.243 4.182 0.865 -0.02
H -1.477 5.428 1.198 0.31
H -1.660 5.693 -2.175 0.51
H -3.351 3.846 -3.352 0.55
H -4.856 1.681 -0.670 -0.01
H -4.639 1.737 -2.671 -0.21
H -4.776 -0.591 -2.944 0.57
H -3.426 -2.933 -2.370 0.52
H -1.781 -3.572 -0.715 0.40
H -1.224 -2.398 0.489 0.19
H -0.417 -2.503 -1.109 0.27
S -0.622 2.284 5.684 -0.43
Sb -2.160 1.283 6.894 0.78
S -1.064 -0.207 3.161 -0.20
S -0.390 -1.081 4.919 0.00
S -2.047 -1.050 6.103 -0.28
C 2.282 3.268 3.253 -0.84
S 2.407 2.307 1.757 0.46
O 0.929 1.997 1.384 0.05
C 2.962 0.731 2.371 0.61
C 2.393 0.137 3.506 -0.43
C 2.879 -1.112 3.903 -1.05
C 3.878 -1.738 3.179 -0.67
C 4.424 -1.134 2.048 -0.72
C 3.975 0.108 1.640 -0.67
H 1.597 2.799 3.957 -0.02
H 1.918 4.253 2.964 0.44
H 3.285 3.361 3.670 0.47
H 1.691 0.669 4.140 0.90
H 2.484 -1.570 4.800 0.58
H 4.253 -2.699 3.506 0.52
H 5.204 -1.629 1.485 0.48
H 4.381 0.580 0.754 0.54
```

Stability summary - winner: 2; margin: 262.9 kJ/mol.